Record 1
ORCA calculation (the ωB97M-V functional and the def2-TZVPD basis) on a structure of composition C45H32Cl6NO4OsP2Te at a distorted geometry.

Properties
* relative energy (zero: lowest compared OMol25 entry of this formula, charge and spin): 129.3 kJ/mol
* HOMO level (alpha / beta): -10.0 / -10.0 eV
* net charge: +1

```
92
Properties=species:S:1:pos:R:3:forces:R:3
Os -0.10718 -0.86337 1.61484 0.06 -0.26 -1.58
Te 0.20684 1.13493 -3.43402 0.10 -0.03 -0.01
C 2.25221 0.88475 -3.84240 0.12 -0.08 -0.04
C 2.95228 1.94196 -4.40207 0.02 -0.05 0.02
C 4.30790 1.76861 -4.65000 0.05 0.00 -0.02
N 4.97707 0.65513 -4.36685 -0.05 0.03 0.00
C 4.28677 -0.35200 -3.84095 0.02 -0.01 0.00
C 2.92675 -0.29744 -3.56979 -0.06 0.04 -0.03
C 0.32173 -0.02915 -1.64738 -0.71 0.83 -0.26
P 0.57127 0.67910 0.02312 0.07 -0.13 1.09
C -0.34406 2.23199 0.19024 -0.20 -0.04 -0.36
C -1.35356 2.67461 -0.65534 -0.02 -0.01 0.14
C -2.01303 3.86878 -0.39179 -0.04 -0.05 0.00
C -1.67960 4.61034 0.72822 0.00 0.04 0.00
C -0.68724 4.15881 1.58957 0.02 0.00 0.00
C -0.02171 2.97588 1.32359 0.04 0.10 0.01
C 2.27787 1.28711 -0.13543 0.06 0.02 -0.27
C 3.35723 0.54182 0.33169 0.00 0.03 0.04
C 4.65655 0.95720 0.08441 0.02 0.06 -0.01
C 4.88745 2.12095 -0.63660 0.01 -0.03 0.01
C 3.81799 2.89002 -1.07450 -0.01 0.00 0.02
C 2.51884 2.48095 -0.82317 -0.02 -0.04 0.03
P -0.17202 -1.60577 -1.58005 1.56 -0.26 0.02
C 0.03273 -2.55149 -3.07653 -0.82 -0.13 -0.15
C -0.76487 -2.25703 -4.18691 0.07 -0.08 -0.03
C -0.63300 -3.00670 -5.34229 0.02 0.00 -0.01
C 0.26089 -4.06817 -5.38068 0.03 -0.01 0.08
C 1.01966 -4.38737 -4.26006 0.02 0.00 -0.14
C 0.90269 -3.64125 -3.10172 0.12 -0.12 0.15
C 0.74148 -2.40949 -0.23336 0.07 0.60 0.43
C 0.16684 -3.21197 0.75347 -0.15 -0.03 0.60
C 0.99901 -3.92509 1.63189 0.15 -0.26 0.04
C 2.36905 -3.84540 1.52810 -0.12 -0.11 0.07
C 2.94862 -3.05362 0.53269 -0.04 0.07 -0.12
C 2.15368 -2.34051 -0.33269 0.20 -0.23 -0.26
H 2.47881 2.88791 -4.63096 0.00 0.01 0.02
H 4.88350 2.57727 -5.08630 0.00 -0.01 -0.01
H 4.84509 -1.25861 -3.63308 0.01 0.00 0.01
H 2.41626 -1.16857 -3.17628 0.04 0.06 -0.06
H -1.64184 2.10297 -1.52646 -0.05 -0.06 -0.03
H -2.78673 4.21665 -1.06274 -0.04 -0.01 0.01
H -2.19689 5.53799 0.93450 0.00 0.01 0.00
H -0.42843 4.73341 2.46910 0.00 0.00 0.00
H 0.76432 2.64156 1.99161 -0.02 -0.03 0.03
H 3.18839 -0.36084 0.89877 -0.02 -0.05 0.02
H 5.48918 0.37765 0.46087 0.00 -0.01 -0.01
H 5.90125 2.43623 -0.84511 0.00 0.01 0.02
H 3.99672 3.81490 -1.60720 0.00 0.00 0.00
H 1.68896 3.09770 -1.14669 0.01 -0.03 -0.03
H -1.48232 -1.45103 -4.15212 -0.03 0.03 0.02
H -1.23808 -2.77029 -6.20656 -0.01 -0.01 0.00
H 0.35367 -4.66209 -6.27987 0.01 0.00 0.00
H 1.70436 -5.22367 -4.28545 0.00 -0.01 -0.01
H 1.49809 -3.90468 -2.23413 -0.10 0.01 -0.08
H -0.90300 -3.34958 0.81247 0.01 -0.09 -0.07
H 0.53984 -4.55480 2.38342 0.01 0.05 0.00
H 2.99555 -4.40208 2.21195 0.01 0.00 0.01
H 4.02510 -2.99373 0.43959 0.01 0.02 0.01
H 2.60716 -1.73840 -1.11177 -0.02 0.01 0.10
Cl 2.60557 -3.69108 7.54917 -0.03 0.01 -0.05
C 1.59105 -3.21026 6.24595 0.08 -0.02 0.08
C 2.02838 -2.26396 5.33296 -0.01 0.05 -0.07
Cl 3.58858 -1.55122 5.46076 -0.01 -0.01 0.01
C 1.18891 -1.89233 4.29245 0.00 0.13 0.02
Cl 1.71885 -0.67870 3.12793 0.03 -0.05 0.23
C -0.09567 -2.40831 4.10394 -0.05 -0.03 -0.01
O -0.87475 -2.06187 3.11971 -0.19 -0.04 0.06
C -0.51020 -3.37964 5.04285 0.09 0.01 0.01
Cl -2.06257 -4.07937 4.81457 0.01 0.01 0.00
C 0.31496 -3.76730 6.08768 -0.08 -0.04 0.01
Cl -0.22661 -4.95752 7.19926 0.00 0.02 -0.01
C -6.13710 1.75299 -0.46380 -0.05 0.01 -0.04
C -5.43909 2.52716 0.61844 0.00 0.03 0.08
C -5.53270 3.91496 0.66991 0.06 -0.02 -0.03
C -4.94422 4.62138 1.70393 0.01 0.05 -0.01
Cl -5.05498 6.35730 1.71982 0.00 -0.03 -0.01
C -4.26443 3.97522 2.72151 0.00 -0.02 0.01
C -4.16252 2.59529 2.68305 0.03 0.00 -0.04
C -4.73408 1.88912 1.63838 -0.05 -0.08 -0.04
O -4.72233 0.50271 1.71681 0.07 0.04 0.05
C -3.96518 -0.21267 0.78637 -0.07 -0.08 0.05
C -2.50609 -0.33866 1.13232 0.03 0.00 0.33
O -1.89365 0.36723 1.96202 0.19 0.03 0.33
O -1.81788 -1.26186 0.55487 -0.54 0.17 -0.31
H -6.92780 2.35349 -0.91021 0.00 0.00 0.01
H -6.58342 0.84176 -0.06582 0.01 -0.01 0.00
H -5.45624 1.46819 -1.27009 0.00 0.01 -0.01
H -6.08989 4.44592 -0.09119 0.01 0.01 -0.01
H -3.82623 4.54277 3.53060 0.00 0.00 0.00
H -3.64593 2.04819 3.45914 0.01 0.00 0.01
H -4.04071 0.17964 -0.23444 0.04 0.05 0.04
H -4.35809 -1.23156 0.77635 -0.01 0.02 -0.06
```
Positions in Å, forces in eV/Å.


Record 2
ORCA calculation (the ωB97M-V functional and the def2-TZVPD basis) on a structure of composition C45H34INbO10PS at a distorted geometry.

Properties
* HOMO level: -4.7 eV
* net charge: -1

```
93
Properties=species:S:1:pos:R:3:forces:R:3
C 1.12965 0.50324 -13.98671 -1.46 -0.38 0.73
C 0.24845 1.80452 -13.68941 0.87 0.04 -1.91
O 0.16514 2.63964 -14.59387 -0.24 -1.35 2.59
O -0.39194 1.84797 -12.44857 1.78 0.49 -1.70
C -0.39531 3.17340 -11.85820 -0.65 2.34 -0.23
Nb 0.57395 3.30466 -9.79236 -0.24 -3.40 -0.43
I 2.55429 1.39916 -10.47788 -0.64 -0.08 1.01
P 2.07487 5.20100 -10.78752 -0.75 0.16 -0.33
O 3.05935 5.88954 -9.56810 -0.84 0.00 -1.50
O 1.04462 6.34799 -11.52759 1.10 -0.03 0.99
S 3.13169 4.33949 -12.21600 0.00 0.85 0.15
H 1.59119 0.09271 -13.04208 -0.45 0.57 -1.09
H 0.37482 -0.27861 -14.35322 1.08 0.95 0.42
H 1.89032 0.67478 -14.79951 -0.98 0.14 1.01
H 0.06083 3.98389 -12.49966 -0.75 -1.35 0.02
H -1.49954 3.45251 -11.69972 1.44 -0.26 0.00
H 1.51675 3.59312 -8.24331 1.65 2.86 -2.00
H -0.49261 2.00920 -9.09011 -0.91 0.40 -0.34
H -0.64076 4.55538 -9.21033 0.44 -0.45 0.22
H 3.58248 5.13580 -9.22230 -0.44 0.43 -0.33
H 0.82238 6.08493 -12.44169 0.69 -0.02 0.54
C 0.84513 2.23241 -6.82890 -0.67 -1.10 0.58
C 0.74386 0.84388 -6.79915 0.03 -0.05 0.20
C 0.68928 0.17763 -5.58137 0.08 0.08 -0.23
C 0.74765 0.89909 -4.38917 0.03 0.08 -0.15
C 0.87368 2.28933 -4.42306 -0.01 -0.15 -0.22
C 0.91092 2.95474 -5.64856 0.07 0.18 -0.43
C 0.98648 3.06467 -3.16660 0.05 0.83 -0.30
O 1.09281 4.27781 -3.19315 -0.01 -0.23 0.13
C 0.97667 2.33929 -1.87392 0.03 -0.12 0.40
C 1.13946 3.04893 -0.68427 0.00 -0.08 0.25
C 1.11848 2.37948 0.53351 -0.02 0.04 -0.15
C 0.92564 1.00052 0.56845 -0.01 -0.01 -0.19
C 0.76861 0.28916 -0.61447 0.03 0.07 0.25
C 0.80344 0.95596 -1.83901 0.02 0.11 0.36
C 0.67049 0.18280 -3.09617 -0.11 -0.80 -0.26
O 0.50588 -1.02506 -3.06472 0.04 0.21 0.11
H 0.88260 2.78465 -7.82273 -0.18 -1.08 2.09
H 0.70558 0.28251 -7.72654 -0.04 0.11 0.03
H 0.60518 -0.90343 -5.56230 -0.01 0.12 0.15
H 0.99581 4.03680 -5.68246 0.01 -0.10 0.11
H 1.28682 4.12318 -0.70499 -0.04 -0.12 -0.18
H 1.25052 2.93260 1.45779 0.01 -0.05 -0.06
H 0.90221 0.47950 1.51990 0.01 0.04 -0.07
H 0.62357 -0.78510 -0.58187 0.02 0.11 -0.19
C -1.31352 -0.02205 6.49812 0.09 0.01 0.06
C -1.38088 0.95941 5.51185 0.21 0.03 0.02
C -0.24113 1.67153 5.15891 -0.23 -0.07 -0.02
C 0.96946 1.41249 5.80042 -0.28 -0.12 0.06
C 1.03168 0.44618 6.80526 -0.28 -0.01 -0.11
C -0.11061 -0.27856 7.14462 -0.21 0.02 -0.07
C 2.29979 0.19480 7.52918 -0.01 -0.60 0.59
O 2.35626 -0.65121 8.40404 0.01 0.17 -0.17
C 3.49593 0.99513 7.17755 0.31 0.17 -0.01
C 4.68169 0.81089 7.88808 0.24 0.09 0.00
C 5.81250 1.54756 7.55664 -0.19 -0.05 -0.04
C 5.76643 2.46407 6.50883 -0.17 -0.05 -0.02
C 4.58582 2.65478 5.80200 0.21 0.03 0.07
C 3.44517 1.92755 6.14117 0.32 0.00 0.13
C 2.18234 2.16428 5.40442 -0.09 0.57 -0.66
O 2.14019 2.96868 4.49057 0.03 -0.16 0.17
H -2.20186 -0.58411 6.76642 0.09 0.00 -0.05
H -2.32295 1.16750 5.01649 0.09 -0.03 0.03
H -0.29827 2.43096 4.38666 0.17 -0.06 0.09
H -0.06497 -1.04003 7.91544 0.14 0.12 -0.05
H 4.72491 0.09650 8.70288 -0.17 0.03 -0.13
H 6.73219 1.40628 8.11399 -0.08 0.00 -0.04
H 6.65142 3.03340 6.24612 -0.08 -0.04 0.01
H 4.55411 3.37308 4.99017 -0.17 -0.11 0.07
C -0.41203 -5.68646 5.64154 -0.15 0.03 0.05
C -0.66401 -7.04300 5.83190 -0.19 0.06 0.05
C -1.91469 -7.46482 6.26607 0.23 -0.02 -0.07
C -2.91548 -6.52908 6.52319 0.30 0.06 -0.07
C -2.65531 -5.16848 6.35565 0.26 -0.16 -0.09
C -1.40422 -4.75002 5.90306 0.19 -0.08 -0.04
C -3.69311 -4.16013 6.67200 0.20 0.76 -0.12
O -3.46704 -2.97238 6.52220 -0.05 -0.16 0.06
C -5.00618 -4.61875 7.18135 -0.32 -0.03 0.14
C -5.97344 -3.67946 7.53784 -0.23 0.01 0.09
C -7.21290 -4.10052 8.00413 0.18 -0.04 -0.07
C -7.49463 -5.46061 8.10753 0.17 -0.03 -0.06
C -6.53206 -6.39967 7.75875 -0.19 0.10 0.08
C -5.28214 -5.98068 7.30393 -0.27 0.17 0.09
C -4.25088 -6.98979 6.96846 -0.14 -0.88 0.06
O -4.49506 -8.17952 7.06263 0.04 0.27 -0.01
H 0.56168 -5.35899 5.29389 -0.09 -0.01 0.03
H 0.11529 -7.77222 5.63937 -0.07 0.06 0.01
H -2.10705 -8.52260 6.40764 -0.14 0.15 0.01
H -1.20082 -3.69456 5.75825 -0.16 -0.07 0.07
H -5.76137 -2.61904 7.45658 0.12 -0.15 -0.07
H -7.96179 -3.36822 8.28564 0.07 -0.05 -0.03
H -8.46483 -5.78844 8.46476 0.08 0.02 -0.03
H -6.75502 -7.45734 7.84571 0.19 0.08 -0.06
```
Positions in Å, forces in eV/Å.